{
  "formula": "C45H41AsCl2N2O4RhS",
  "method": "the ωB97M-V functional and the def2-TZVPD basis",
  "elements": ["Rh", "O", "C", "O", "C", "C", "C", "C", "C", "C", "S", "H", "H", "H", "H", "Cl", "C", "C", "C", "C", "C", "Cl", "C", "N", "C", "C", "C", "C", "C", "C", "C", "C", "O", "O", "H", "H", "H", "H", "H", "H", "H", "H", "H", "H", "C", "C", "C", "C", "C", "C", "As", "N", "C", "C", "C", "C", "C", "C", "C", "C", "C", "C", "C", "C", "C", "C", "C", "C", "C", "C", "H", "H", "H", "H", "H", "H", "H", "H", "H", "H", "H", "H", "H", "H", "H", "H", "H", "H", "H", "H", "H", "H", "H", "H", "H", "H", "H"],
  "xyz": [[-0.161713, 0.175670, -0.630235], [-3.157047, 0.693501, -3.270982], [-2.108510, 0.277684, -2.816383], [-1.656658, 0.741625, -1.677138], [-1.305051, -0.701891, -3.635139], [-1.515355, -0.653851, -5.014314], [-0.885956, -1.536310, -5.875573], [-0.028561, -2.496417, -5.351035], [0.193175, -2.554061, -3.986500], [-0.443059, -1.665005, -3.111662], [-0.179737, -1.908830, -1.393240], [-2.207283, 0.091447, -5.384056], [-1.058346, -1.476158, -6.943655], [0.479141, -3.195773, -6.006407], [0.873460, -3.291341, -3.573895], [1.177417, 0.384174, -5.135100], [2.721978, 0.873869, -5.730193], [3.170286, 0.361810, -6.934929], [4.395208, 0.762055, -7.440161], [5.178817, 1.648390, -6.721431], [4.731743, 2.132061, -5.502750], [5.813462, 3.135715, -4.585848], [3.475391, 1.784700, -4.976906], [3.004223, 2.249344, -3.746790], [2.720352, 3.608308, -3.493699], [2.590485, 4.538671, -4.522320], [2.268353, 5.857084, -4.244099], [2.049224, 6.265007, -2.936667], [2.169103, 5.336912, -1.911739], [2.519245, 4.016863, -2.165045], [2.686889, 3.029363, -1.034161], [1.523801, 2.064496, -0.965937], [1.528792, 1.043266, -1.748349], [0.576099, 2.260005, -0.154287], [2.541330, -0.337936, -7.471123], [4.745964, 0.371914, -8.386888], [6.153604, 1.952985, -7.079336], [2.409120, 1.601184, -3.231853], [2.726588, 4.218538, -5.548138], [2.168964, 6.562447, -5.060755], [1.782769, 7.291303, -2.716154], [1.998876, 5.637900, -0.883387], [2.751244, 3.553147, -0.082634], [3.599255, 2.452208, -1.199110], [-4.912510, -1.263728, 6.712936], [-3.997004, -1.436743, 5.527910], [-4.254422, -2.385776, 4.549756], [-3.421082, -2.547112, 3.444284], [-3.781226, -3.636213, 2.458092], [-2.291173, -1.726969, 3.303233], [-1.161266, -2.027944, 1.703594], [-1.250733, -0.293360, 0.978588], [-2.534982, 0.319528, 0.980445], [-3.740239, -0.348542, 0.776706], [-4.953326, 0.328596, 0.811428], [-4.990372, 1.697005, 1.027644], [-3.793685, 2.382119, 1.202323], [-2.586194, 1.703948, 1.183929], [0.586545, -2.049757, 2.679662], [0.724234, -3.138890, 3.558012], [-0.355583, -4.181052, 3.738184], [1.893382, -3.300357, 4.302032], [2.963814, -2.429172, 4.191388], [4.224587, -2.617397, 4.995101], [2.845191, -1.389639, 3.278447], [1.693318, -1.194668, 2.523326], [1.709325, -0.042267, 1.553903], [-2.017221, -0.759587, 4.284814], [-0.826889, 0.167257, 4.228218], [-2.873712, -0.636761, 5.375620], [-5.743549, -1.969951, 6.676247], [-5.330502, -0.254209, 6.742080], [-4.377916, -1.421119, 7.653069], [-5.133601, -3.018239, 4.641321], [-4.793980, -3.993911, 2.650062], [-3.104803, -4.491333, 2.543740], [-3.730190, -3.310184, 1.422147], [-3.735282, -1.404271, 0.547414], [-5.873200, -0.221690, 0.644596], [-5.935883, 2.226616, 1.039395], [-3.798486, 3.456676, 1.349932], [-1.652993, 2.239124, 1.309335], [-0.712814, -4.552627, 2.775086], [-1.219487, -3.786316, 4.274565], [0.033318, -5.029619, 4.300969], [1.961443, -4.145686, 4.983283], [4.110038, -3.419691, 5.725201], [4.489994, -1.705901, 5.534747], [5.070230, -2.869171, 4.350619], [3.679490, -0.706451, 3.135186], [2.720157, 0.301707, 1.339017], [1.095327, 0.793851, 1.874704], [1.297138, -0.406571, 0.613130], [-0.560913, 0.407593, 3.201075], [0.042509, -0.289025, 4.710157], [-1.054586, 1.097000, 4.751964], [-2.657316, 0.124804, 6.121388]],
  "forces_ev_per_angstrom": [[1.2, 0.1, 1.0], [-0.1, 0.0, 0.0], [0.2, 0.3, 0.1], [-0.5, 0.0, -0.5], [-0.1, -0.1, -0.1], [-0.2, -0.2, 0.0], [-0.3, -0.2, 0.1], [-0.1, -0.1, 0.1], [0.0, -0.1, -0.1], [0.2, -0.2, 0.0], [-0.2, -0.5, -0.2], [0.0, 0.0, 0.0], [0.0, 0.0, 0.0], [0.0, 0.0, 0.0], [0.0, 0.0, 0.0], [0.6, 0.6, -0.1], [0.0, 0.1, 0.1], [0.0, -0.1, -0.1], [0.0, 0.0, 0.0], [0.0, 0.0, 0.0], [-0.2, -0.1, 0.1], [-0.1, 0.1, 0.0], [0.1, 0.2, 0.0], [0.4, 0.3, -0.2], [0.0, -0.2, -0.1], [0.1, 0.0, 0.0], [0.0, 0.0, 0.0], [0.0, 0.0, 0.0], [0.1, 0.0, 0.0], [0.0, 0.0, -0.1], [0.0, 0.1, -0.1], [-0.5, -0.2, -0.1], [-0.5, 0.6, 0.5], [0.5, -0.2, -0.4], [0.0, 0.0, 0.0], [0.0, 0.0, 0.0], [0.0, 0.0, 0.0], [0.0, 0.0, 0.0], [0.0, 0.0, 0.0], [0.0, 0.0, 0.0], [0.0, 0.0, 0.0], [0.0, 0.0, 0.0], [0.0, 0.0, 0.0], [0.0, 0.0, 0.0], [0.0, 0.0, 0.0], [0.0, 0.0, 0.0], [0.0, 0.0, 0.0], [-0.1, 0.0, 0.0], [0.0, 0.0, 0.1], [0.0, 0.1, 0.0], [0.0, 0.2, -0.2], [-0.7, 0.0, 0.2], [0.4, 0.1, 0.2], [-0.1, 0.0, 0.0], [0.1, -0.1, 0.0], [0.0, 0.0, 0.0], [0.0, 0.0, 0.0], [0.0, 0.0, 0.0], [0.1, -0.1, 0.0], [0.0, 0.0, 0.0], [0.1, 0.0, 0.0], [0.0, 0.0, 0.0], [0.0, 0.0, 0.0], [0.0, 0.0, 0.0], [0.0, 0.0, 0.0], [0.0, 0.0, 0.0], [-0.3, 0.0, 0.3], [0.0, 0.0, 0.0], [-0.1, 0.0, 0.0], [0.0, 0.0, 0.0], [0.0, 0.0, 0.0], [0.0, 0.0, 0.0], [0.0, 0.0, 0.0], [0.0, 0.0, 0.0], [0.0, 0.0, 0.0], [0.0, 0.0, 0.0], [0.0, 0.1, 0.0], [0.1, -0.1, 0.0], [0.0, 0.0, 0.0], [0.0, 0.0, 0.0], [0.0, 0.0, 0.0], [0.0, 0.0, 0.0], [0.0, 0.0, 0.0], [0.0, 0.0, 0.0], [0.0, 0.0, 0.0], [0.0, 0.1, 0.0], [0.0, 0.0, 0.0], [0.0, 0.0, 0.0], [0.0, 0.0, 0.0], [0.0, 0.0, 0.0], [0.0, 0.0, 0.0], [0.0, 0.1, 0.1], [0.2, -0.3, -0.5], [-0.1, 0.0, 0.0], [0.0, 0.0, 0.0], [0.0, 0.0, 0.0], [0.0, 0.0, 0.0]],
  "e_lumo_ev": 2.42,
  "mol_weight_da": 954.6,
  "total_charge": -1,
  "de_lowest_ev": 0.388,
  "gap_ha": 0.2561
}

{
  "formula": "C4H8N2O5Si",
  "method": "the ωB97M-V functional and the def2-TZVPD basis",
  "elements": ["O", "N", "O", "Si", "N", "O", "O", "C", "C", "C", "C", "O", "H", "H", "H", "H", "H", "H", "H", "H"],
  "xyz": [[2.159276, 1.706553, -2.113058], [2.335299, 1.176196, -1.011677], [3.446260, 1.114563, -0.528508], [0.803326, 0.688523, -0.259544], [0.298423, 2.372296, 0.307409], [-0.856138, 2.700349, 0.103083], [1.129814, 3.039842, 0.928673], [-0.700132, 0.092682, -1.270414], [-1.476592, -0.778750, -0.283213], [-0.758175, -1.886001, 0.502367], [0.191885, -1.286524, 1.600993], [1.059763, -0.322799, 1.033162], [-0.543917, -0.344060, -2.275417], [-1.393351, 1.030215, -1.592783], [-2.254990, -1.313789, -0.847688], [-2.052674, -0.150693, 0.377687], [-1.481810, -2.475420, 1.068355], [-0.156596, -2.531398, -0.015465], [-0.556477, -0.786662, 2.317834], [0.806805, -2.045123, 1.958204]],
  "forces_ev_per_angstrom": [[-1.0, -0.3, 0.2], [2.7, 0.9, -1.4], [-0.5, -0.6, 0.7], [-2.4, -1.8, 0.9], [0.6, 0.6, 0.9], [0.0, 0.3, 0.2], [-0.7, -0.5, -0.6], [-0.4, 2.3, -1.0], [-1.0, -1.5, -0.9], [-0.2, 2.4, 2.7], [-3.6, 1.5, -1.4], [0.5, 1.9, -1.5], [0.4, -0.3, 0.8], [1.8, -1.9, 1.1], [0.1, 0.3, -0.1], [0.0, 0.3, 0.6], [-0.2, -0.1, -0.2], [1.2, -1.6, -2.1], [1.7, -0.7, -0.4], [0.8, -1.1, 1.3]],
  "e_lumo_ev": -0.74,
  "mol_weight_da": 192.2,
  "smiles": "O=[N+]([O-])[Si]1([N+](=O)[O-])CCCCO1",
  "de_lowest_ev": 0.000,
  "gap_ha": 0.3678
}